76
Properties=species:S:1:pos:R:3 method="wB97M-V/def2-TZVPD" homo_lumo_gap_ev=6.96 fmax_ev_per_a=0.6 charge=+2 lumo_ev=-6.309 molar_mass_g_mol=756.2
Zr -0.1575 0.1050 -0.8691
C 0.7717 -2.2860 1.6238
C 1.2966 -0.9090 1.8965
C 2.2128 -0.7695 2.9369
C 2.6973 0.4693 3.2823
C 2.1953 1.5846 2.6224
C 1.2787 1.3991 1.6141
N 0.8820 0.1698 1.1993
C 0.5990 2.5404 0.9612
C 0.5705 3.8105 1.5099
C -0.1810 4.7887 0.8826
C -0.9053 4.4751 -0.2536
C -0.8429 3.1864 -0.7543
N -0.0796 2.2522 -0.1599
C -1.6237 2.7297 -1.9301
C -2.3250 3.6122 -2.7231
C -3.0359 3.1186 -3.8078
C -2.9990 1.7652 -4.0622
C -2.2603 0.9215 -3.2390
C -2.2003 -0.5443 -3.5411
N -1.5941 1.4021 -2.1766
H 0.5366 -2.7467 2.5831
H 1.5299 -2.8939 1.1287
H -0.1184 -2.3018 1.0038
H 2.5228 -1.6541 3.4761
H 3.4216 0.5797 4.0773
H 2.5161 2.5762 2.9026
H 1.0958 4.0316 2.4259
H -0.2253 5.7874 1.2958
H -1.5269 5.2219 -0.7214
H -2.3167 4.6709 -2.5180
H -3.5964 3.7864 -4.4474
H -3.5294 1.3453 -4.9049
H -2.5236 -0.7231 -4.5641
H -2.8519 -1.1094 -2.8753
H -1.1874 -0.9376 -3.4430
N 3.0431 -1.5165 -4.4334
C 2.9581 -1.2214 -2.9535
C 4.3500 -1.3767 -2.3479
P 2.3877 0.5443 -2.8807
O 2.9481 1.0916 -1.4892
O 2.9403 1.1702 -4.0923
O 0.8623 0.5606 -2.6535
P 1.7757 -2.3646 -2.1290
O 0.6425 -2.4794 -3.2730
O 2.3717 -3.6521 -1.7796
O 1.1920 -1.4790 -1.0074
H 3.6882 -2.2853 -4.6277
H 3.3484 -0.6389 -4.8929
H 2.1224 -1.7635 -4.8086
H 5.0601 -0.6780 -2.7946
H 4.7021 -2.4003 -2.4846
H 4.3105 -1.1922 -1.2762
H 3.7890 1.5630 -1.5824
H 0.3497 -3.3988 -3.3731
C -2.5578 -3.3530 3.7694
C -1.9449 -1.9885 3.9323
C -0.9039 -1.7928 4.8383
C -0.3734 -0.5320 5.0492
Cl 0.9201 -0.3269 6.1885
C -0.8805 0.5752 4.3873
C -1.9046 0.3939 3.4743
C -2.4107 -0.8747 3.2326
O -3.4690 -0.9810 2.3361
C -3.1777 -1.6552 1.1452
C -2.2387 -0.8732 0.2659
O -1.6302 -1.4525 -0.7154
O -1.9550 0.3290 0.4823
H -2.4678 -3.9209 4.6931
H -2.0605 -3.9328 2.9868
H -3.6148 -3.2776 3.5175
H -0.5284 -2.6313 5.4117
H -0.4977 1.5629 4.6070
H -2.3379 1.2321 2.9467
H -4.1184 -1.7923 0.6062
H -2.7364 -2.6453 1.2931